1.
ORCA calculation (wB97M-V/def2-TZVPD) on a 2-piece molecular cluster, C6H14O2 overall at a distorted geometry.

Properties
Structure (SMILES): CCC(C)=O.CCO
HOMO energy, eV: -9.439

```
22
C6H14O2, DFT wB97M-V/def2-TZVPD
H -2.7182 2.6899 0.0360
O -0.8473 -1.3908 1.0610
C -0.0476 -1.0220 0.2028
H 2.3071 -2.6184 0.0331
C -2.2072 1.7223 0.0630
H -0.6188 3.2576 -1.3663
H 1.4664 -0.0628 1.4987
H 1.9594 -0.1815 -0.2047
H 0.5885 -1.0233 -1.8654
C -0.2699 -1.3177 -1.2584
C 1.4704 -0.7129 0.6166
H -2.5304 1.1810 0.9565
H -0.4019 2.5878 0.8755
H 3.1726 -1.8110 1.3501
C 2.1803 -2.0107 0.9339
H -1.1358 -0.7448 -1.6001
H 1.6100 -2.6023 1.6567
H -2.5312 1.1694 -0.8247
H -0.0736 0.9612 0.3105
H -0.4574 -2.3853 -1.3925
O -0.2073 2.4033 -1.1549
C -0.7081 1.9110 0.0724
```

Results of the Löwdin charge analysis, in e, for atoms 1 through 4: number 1, H, carries 0.07; number 2, O, carries 0.05; number 3, C, carries -0.47; number 4, H, carries 0.08

2.
ORCA calculation (wB97M-V/def2-TZVPD) on one molecule with the formula C7H11N3O at a distorted geometry.

Properties
Structure (SMILES): CC(C)(C(N)=O)n1ccnc1
HOMO energy, eV: -8.783

```
22
C7H11N3O, DFT wB97M-V/def2-TZVPD
N 1.1369 0.9835 -1.7596
H -2.4773 -0.1964 -0.2972
H -2.4906 -2.5420 -1.7045
H -1.6267 1.3260 1.3923
C 0.1702 0.4216 0.6419
H -1.1635 1.8937 -0.2202
H 0.2332 0.3832 2.7990
H 1.8025 1.2343 -2.4746
H 0.9836 -1.0231 2.0281
C -1.6810 -2.0565 -1.1973
N -0.4370 -2.6003 -1.1885
N -0.4012 -0.7005 -0.0511
H 0.2490 0.6089 -2.0443
H 1.8107 0.5386 2.0102
C -1.6824 -0.8800 -0.5038
C 0.3002 -1.7759 -0.5012
C -0.7818 1.5905 0.7548
H 1.3494 -1.9004 -0.3173
C 1.5399 0.9516 -0.4938
O 2.5986 1.2558 -0.0300
C 0.8358 0.0523 1.9518
H -0.2687 2.4350 1.2051
```

Results of the Löwdin charge analysis, in e, for atoms 1 through 4: number 1, N, carries 0.18; number 2, H, carries 0.11; number 3, H, carries 0.09; number 4, H, carries 0.09

3.
ORCA calculation (wB97M-V/def2-TZVPD) on C4H7F3N2 as an isolated structure at a distorted geometry.

Properties
HOMO energy, eV: -8.423

```
16
C4H7F3N2, DFT wB97M-V/def2-TZVPD
H 0.2222 2.7495 0.8582
N 1.0061 2.1370 0.5201
H 1.2118 -1.2675 -1.3094
H 1.7154 2.0525 1.1908
H 1.4308 -1.6922 0.9043
H -0.4150 -2.2697 -1.5080
C -1.4622 0.1688 -0.0008
C -0.0595 -0.3511 -0.0421
C 0.4389 -1.5836 0.6169
F -1.7023 1.0313 1.0871
N 1.0838 1.2083 -0.4274
F -2.2529 -0.9358 0.1944
H 0.7819 1.5754 -1.2729
C 0.2976 -1.5529 -0.8476
F -1.9213 0.8675 -1.1052
H -0.3753 -2.1377 1.1417
```

Results of the Löwdin charge analysis, in e, for atoms 1 through 4: number 1, H, carries 0.12; number 2, N, carries -0.08; number 3, H, carries 0.08; number 4, H, carries 0.06

4.
ORCA calculation (wB97M-V/def2-TZVPD) on one molecule with the formula C6H14O2 at a distorted geometry.

Properties
Structure (SMILES): CC[C@H](C)CC(O)O
HOMO energy, eV: -9.260

```
22
C6H14O2, DFT wB97M-V/def2-TZVPD
H -2.4705 0.8315 0.1132
H -1.5282 0.4810 2.7318
H 0.1434 1.8863 1.1683
H -0.2295 0.8118 -1.0425
H -1.1235 -1.3925 -0.3930
C 1.4192 -0.8370 -0.9242
C -2.0997 0.1742 0.9120
H 2.7554 -0.9644 -2.6285
C -0.7009 -0.7157 0.3453
H 1.6502 1.8024 0.2473
H 1.0797 -1.8665 -1.0451
H -0.3217 -1.2331 1.2249
H 1.1751 -0.2931 -2.9969
H 1.3608 0.6626 1.5654
C 1.9629 -0.3194 -2.2435
O -1.9169 1.0074 2.0215
C 0.8883 1.2108 0.7512
O -3.0177 -0.8476 1.2000
C 0.2339 0.2569 -0.2234
H -3.8396 -0.4577 1.5294
H 2.2177 -0.8864 -0.1821
H 2.3616 0.6888 -2.1310
```

Results of the Löwdin charge analysis, in e, for atoms 1 through 4: number 1, H, carries 0.14; number 2, H, carries 0.10; number 3, H, carries 0.07; number 4, H, carries 0.13

5.
ORCA calculation (wB97M-V/def2-TZVPD) on C35H29AsClMnO4S as an isolated structure at a distorted geometry.

Properties
2S+1: 6
Total charge: -1
HOMO energy (spin up / spin down), eV: -4.930 / -5.041

```
72
C35H29AsClMnO4S, DFT wB97M-V/def2-TZVPD
H -0.4597 -2.1917 5.8351
S -1.9422 -1.4898 1.2574
C 3.2292 -3.6008 -1.1617
C 3.2890 -3.0245 0.2212
O -1.9779 1.7929 -3.8999
C 1.1842 -2.2237 -1.5838
O -0.0245 -2.5662 -1.6464
C -2.5760 1.9729 2.1482
C 1.3302 2.3683 1.5296
H 4.6229 3.0040 1.0251
H 3.4034 -1.9427 0.1653
C 1.9873 4.4326 2.5816
C -0.9596 -1.1195 2.6583
C 3.6099 3.1409 1.3775
C -2.2388 1.3158 -2.8048
C -4.0593 0.9307 -1.0737
C 2.1996 -3.7102 -3.3530
H 4.9084 -4.8919 -0.8726
C -3.5508 1.6907 -2.1210
O -1.4945 0.5313 -2.1368
H 4.0390 5.0026 2.3518
C 2.6356 2.2049 1.0744
Cl -7.2944 2.9823 -0.0023
H 0.1869 -3.2480 -3.9078
Mn -0.7178 -0.6256 -0.7544
H -3.8295 3.4062 -3.3552
H 2.3565 -3.2162 0.7522
H 1.1821 -3.8893 -5.2295
O 1.5244 -1.1145 -1.0961
C -0.0922 -0.0085 2.6690
H -4.4580 2.6589 2.8999
H 5.8649 -5.6595 -3.9366
H 1.3263 1.1203 3.7967
C -3.6698 2.8221 2.1764
H -0.8884 3.3498 -0.4334
C -1.6778 3.2125 0.3016
C 3.1444 -4.6550 -3.7257
H -2.5019 1.1578 2.8599
C -5.8686 2.4636 -0.8432
C -2.7702 4.0564 0.3254
H 1.7306 5.3024 3.1703
H 1.1133 -0.2846 5.8260
C -0.3481 -1.5855 4.9460
C -1.0868 -1.8867 3.8189
C 4.1504 -4.5553 -1.5677
C 0.6543 0.2686 3.8058
H -2.8504 4.8573 -0.3968
C -5.2247 1.3100 -0.4319
H -3.5419 0.0261 -0.7619
H -5.6301 0.7282 0.3817
H 5.6721 -6.4972 -2.3976
C -3.7674 3.8625 1.2686
C 3.2857 4.2599 2.1284
C -1.5693 2.1629 1.2103
As 0.0000 1.0086 1.0081
H 0.0009 3.6286 2.6446
C 0.5351 -0.5147 4.9424
H -1.7793 -2.7159 3.8168
C 4.1182 -5.0960 -2.8431
H 3.1074 -5.0683 -4.7244
H -5.9177 4.1154 -2.2050
C 1.1802 -3.2481 -4.3494
C -5.3891 3.2274 -1.8933
C -4.2294 2.8315 -2.5319
H -4.6259 4.5180 1.2888
H 4.6734 -6.9444 -3.7857
C 1.0156 3.4942 2.2849
H 1.3959 -2.2274 -4.6669
C 2.2367 -3.1903 -2.0565
H 2.8631 1.3294 0.4721
C 5.1385 -6.1122 -3.2626
H 4.1162 -3.4443 0.7921
```

Results of the Löwdin charge analysis, in e, for atoms 1 through 4: number 1, H, carries 0.09; number 2, S, carries 0.56; number 3, C, carries -0.20; number 4, C, carries -0.03

6.
ORCA calculation (wB97M-V/def2-TZVPD) on a 8-piece molecular cluster, C62H102N8O10 overall at a distorted geometry.

Properties
Total charge: +6
HOMO energy, eV: -17.271

```
182
C62H102N8O10, DFT wB97M-V/def2-TZVPD
H -6.0180 -4.0374 0.0713
C 2.2970 -3.1227 -6.2739
C -5.4066 2.8865 -2.1300
H 4.6685 2.8549 2.3805
C 1.4021 -0.4344 2.3069
H 6.0403 -0.7160 2.7779
N 2.6130 -5.3982 -7.8184
H 2.2450 -2.8255 -3.5675
H 5.4665 -4.4069 3.8669
H -2.9375 -4.8975 -1.0074
H -2.8466 1.6754 3.8462
C 2.0244 -6.2898 1.3846
C 5.3330 0.1122 2.7342
H 4.4644 -7.1768 1.2375
H -4.0025 6.9359 4.4797
H 0.8687 8.3024 -1.7969
H -1.4626 7.4151 4.0672
O 1.5354 1.9773 3.8832
C 4.6951 -4.9071 1.7572
H -3.2354 -2.9402 3.2167
C -2.6181 -3.5368 1.1410
O -2.0875 -0.4142 -4.9229
H 1.2576 1.4417 -5.6700
C 1.6228 -4.5324 -8.1046
H -3.2932 3.1706 4.6227
H -3.9471 2.7964 3.1049
H 6.0306 -5.3281 -0.0384
H 1.2529 -0.8804 1.3236
C -2.7991 -1.2363 2.0650
C -3.9446 6.0330 3.8719
N -0.0835 6.4933 -1.3143
C 2.0905 -1.8832 -5.4999
C -5.9656 0.7569 -3.1559
C -4.5764 3.9354 -1.7596
C 4.3783 3.0554 3.4119
H -0.2941 5.7373 5.2295
H -1.8766 2.2786 1.0880
H -0.8189 3.2072 4.6684
H -4.8836 6.0118 3.3187
C -1.7258 -1.6770 -5.2505
O 3.6879 -3.1875 0.2891
C 3.7362 2.1619 5.6621
H 3.9299 -4.0211 -5.1508
C 1.5668 -3.8922 2.1352
H 4.6450 2.3053 6.2465
C 2.1069 -4.7798 1.0207
H 4.8385 -0.0727 4.7970
C -3.6848 1.7893 -3.3702
H 6.7822 -5.6136 1.4641
C -2.1674 4.7197 -1.6932
O -0.5030 0.2697 -0.3976
H -1.6232 -2.7782 2.8589
H -3.7032 7.1531 1.0471
O -1.1952 0.1132 -2.4258
C 3.3945 -5.2523 -6.7160
O -0.4188 -1.6785 -1.4474
H -6.4045 2.7017 -1.7604
H 1.9514 6.9391 -1.4828
H -3.8373 1.2544 1.5296
H 3.7560 -1.3043 2.7694
H -0.5887 2.0833 2.1157
C -1.2586 2.8684 1.7650
C 6.0556 -4.9566 0.9861
H -1.8201 2.7148 -3.2406
H -2.4701 -4.5928 1.3669
C -0.9794 4.0623 4.0117
H -4.9771 4.8065 -1.2625
O -1.2369 -2.3713 -4.3588
H 1.5598 -3.5234 -0.5569
H 2.3790 -6.4913 -9.5242
H 0.5762 -3.5568 1.8280
C 3.2089 -4.1225 -5.9485
H -1.6955 -3.1854 0.6789
H -1.9087 -0.7365 1.6836
H -5.5835 -0.2165 2.5877
H 1.1334 4.8203 -0.8539
H 0.0263 4.1398 3.5984
H -0.7043 3.1870 -1.2530
C -3.8623 -3.3661 0.2021
H -4.0763 -3.8549 -1.9560
H 2.7096 -6.1416 3.5226
C 1.5905 -0.6679 -6.0549
N 3.5811 -4.4116 0.8408
H 1.6607 -5.2311 -1.1418
H 5.2396 3.5648 3.8441
H 3.0934 3.0363 5.5607
H -6.7389 1.1907 -3.7899
H -2.9058 -0.6531 2.9797
C -5.3599 -1.1155 2.0134
H 2.5275 1.9411 -2.6235
C -5.1495 -4.1435 0.7214
C -3.9921 0.5340 0.7264
H 1.4412 -1.1460 3.1316
C 2.8986 -6.7027 2.6074
H -5.6006 -0.0747 -3.7586
C -2.3742 6.0903 -1.7139
C -2.8428 2.7195 -2.8933
H -3.3517 6.3720 -2.0766
N 1.8526 0.5217 -3.9975
H -4.8615 -5.1943 0.6886
C 2.2163 -1.8737 -4.0771
H 4.9514 -3.0905 2.8514
H 2.2887 -6.8060 0.4617
H 2.5867 0.7928 0.1422
H 0.7254 1.6106 -2.7375
H 4.0332 -0.8158 1.2020
H -0.9140 -1.9382 -2.2278
H 6.0108 1.2113 4.5509
C -3.2285 3.7538 -2.0779
H 4.0271 -6.0883 -6.4566
H 0.6522 -2.7977 -7.6034
C -0.9471 4.2334 -1.3645
C 2.7417 -6.6376 -8.5068
H 2.2342 -0.4988 -2.2939
C -1.9899 3.5704 2.8903
H -4.0495 5.1725 4.5328
O -4.1060 -1.3218 -1.2384
H -1.6592 -0.3147 -4.0695
H 3.5449 3.7559 3.3587
H 0.9633 7.7571 -0.1357
H 2.0928 -2.9456 2.2594
H 0.3149 -4.7271 -0.3044
H 0.9913 -4.6953 -8.9655
H 3.7974 -6.8898 -8.6075
C 4.0113 1.7864 4.1863
H -6.2142 -1.4899 1.4494
C 4.3243 -6.4855 2.0685
H 1.0229 -6.6692 1.5872
H 3.7206 -4.1253 3.4761
O -1.6789 -2.0198 -6.4054
H -1.4178 8.0396 -1.6657
H -0.6321 6.5088 2.8721
H 1.4072 -0.5415 -7.1117
C 3.9455 -0.3927 2.2027
C -0.6824 -0.3752 -1.4398
H -5.5975 -3.9764 1.7009
H -4.8544 0.9412 0.1984
H -3.2232 0.7528 -0.0146
H -3.0242 8.3078 2.2005
C -3.0126 2.7369 3.6629
H 3.2278 1.3421 6.1698
H 1.3602 -4.4216 3.0653
C -4.0902 -0.9465 1.1751
C 5.1382 0.7239 4.1160
H -6.4265 0.5395 -2.1924
C 1.0259 7.4236 -1.1715
C 1.3939 -4.5732 -0.3147
C -3.3462 -3.8969 -1.1478
H 6.6511 -4.0471 0.9065
H -5.2638 -1.8212 2.8385
N -2.6068 4.8281 2.2791
C 2.6571 0.4931 2.2773
N 2.7079 1.2907 3.5376
C 2.6266 1.4054 1.0428
H -1.9620 7.3230 1.1735
H -2.3822 -3.5274 -1.4975
C 4.7434 -4.1314 3.0994
N -4.0844 -1.9103 0.0209
H 2.6934 -7.7317 2.9024
C -1.3297 6.9708 -1.5379
H 1.7912 2.1047 1.0104
O -3.3695 4.6421 1.1077
C -1.1730 5.4181 4.6693
C 1.5280 -3.3791 -7.3556
C -2.7682 6.1594 2.8716
C 2.1721 -0.6234 -3.3649
C 0.1507 5.1257 -1.1819
H 2.2458 -7.3617 -7.8604
C -2.5950 -2.6688 2.3775
N -4.9595 1.7850 -2.8740
C 1.5201 0.4753 -5.2655
H 1.7037 2.5892 -3.9664
C -2.8875 7.3250 1.7493
H -0.4877 3.5144 1.3448
H 3.4593 2.1088 1.0333
H 5.7474 0.8076 2.0043
C -1.4677 6.4456 3.5691
H 5.0613 -6.7388 2.8307
H -1.9849 5.2579 5.3787
H 0.4820 0.1120 2.5144
H -3.4580 0.9386 -3.9958
C 1.6674 1.7543 -3.2666
```

Results of the Löwdin charge analysis, in e, for atoms 1 through 4: number 1, H, carries 0.10; number 2, C, carries -0.13; number 3, C, carries 0.05; number 4, H, carries 0.07

7.
ORCA calculation (wB97M-V/def2-TZVPD) on C37H76AlClIN3O5Si as an isolated structure at a distorted geometry.

Properties
2S+1: 4
Total charge: -1
HOMO energy (spin up / spin down), eV: -5.030 / -5.030

```
125
C37H76AlClIN3O5Si, DFT wB97M-V/def2-TZVPD
H 5.2825 3.1375 -6.4128
H -4.5582 6.2488 0.8171
H 3.8675 2.2550 -3.7073
O 6.7325 -0.1146 -3.9256
C -6.8989 -4.9224 1.8426
C -4.7698 6.5434 1.8505
N 6.5268 0.5196 -5.0253
C 7.6695 1.1178 -7.1680
H -4.4262 -5.6052 -1.4970
H 8.9228 1.5788 -3.9900
H 2.4895 -1.4680 0.5826
H -1.6631 -4.4515 2.3220
Al 3.3356 -3.6773 1.8316
H -4.5126 2.0546 3.9263
H -1.5051 5.8725 2.7079
C -5.2167 4.0067 3.2799
H 1.9881 0.5362 -1.0446
H -2.6653 -3.3725 3.2872
C 4.9606 2.1497 -6.0758
C -6.2376 4.5613 2.2868
H -6.8720 6.4210 1.4064
H -5.5744 -3.5516 -1.0513
C 0.9106 0.6640 -1.0519
Cl 3.1323 -3.7858 5.0888
H 2.5633 -6.0943 2.3043
H 3.9919 -1.8813 -1.9364
H -2.2053 0.7879 0.3814
C -1.5336 -0.0319 0.6127
H -5.8014 5.4573 4.8511
C 4.5311 1.3933 -3.7861
H 5.5239 -2.6051 0.5729
H -6.7158 -1.9172 0.1847
H 9.6094 -0.3339 -6.2507
H -2.6304 -5.5524 0.2391
C 5.1423 -2.9234 -0.3907
H -1.5400 -0.7690 -0.1824
C -7.0993 -2.6870 0.8532
O -4.5350 -2.2804 1.3344
H -6.9393 -5.8914 1.3412
H 5.9420 -3.4213 -0.9230
H 7.1900 2.0796 -7.3385
H 0.6597 1.6186 -1.5001
H -7.3250 -2.2253 1.8162
C 8.6137 1.8969 -4.9908
C -3.6793 5.9711 2.7660
H 0.7821 -1.8453 0.1514
H -6.0586 4.1343 1.2948
C 5.6655 1.7141 -4.7587
O -3.3739 3.8674 1.9737
C -5.8216 -4.3927 -0.3947
H 4.3850 -0.8902 -0.5300
H -6.2401 2.1321 3.5769
H 7.0851 0.3507 -7.6794
C 7.7863 3.1714 -4.8690
I 4.5483 -5.8901 -0.6449
C 3.9382 -3.8612 -0.1226
Si 0.2399 0.6258 0.7396
H 1.1936 -2.5794 2.8949
H 9.5333 2.1058 -5.5427
H 3.9378 0.5407 -4.1202
C 0.3298 2.4058 1.3810
H -3.0571 -6.2300 2.5833
H -7.2418 4.2458 2.5784
H -6.5287 6.5458 3.1149
H 5.1323 1.4462 -6.8884
C -5.6523 4.3886 4.7083
C 4.7528 -1.6737 -1.1900
H 0.3337 3.0568 0.5145
H 0.7145 -3.5618 1.5399
H 6.6826 2.6668 -3.1148
H -7.9274 -4.6145 2.0328
H -0.5968 2.6114 1.9146
H -2.7805 7.3135 4.2631
C 1.4790 -2.8582 1.8873
H -1.7756 -0.4946 1.5630
H 4.8904 1.1830 -2.7791
O 1.0963 -0.4423 1.6947
H -4.7486 -6.2809 2.1599
H -5.0886 2.0773 2.2569
H 8.6425 1.1681 -7.6583
H -4.9196 4.0461 5.4410
C 1.4802 -1.6239 0.9590
H -3.6761 6.0171 4.9767
C -3.7238 -4.3746 1.6756
H -2.1976 7.3765 2.0905
N -3.8377 4.5027 2.9894
C 8.6988 -0.4991 -5.6738
H 5.6230 -1.2901 -1.7183
H 7.6074 3.6128 -5.8542
H 4.3508 -2.6619 2.5437
N -4.8954 -3.4454 1.7432
H -4.2199 -5.3488 3.5639
C -2.3288 6.2944 2.1298
H 1.2044 2.5442 2.0036
H 0.4140 -0.1347 -1.5906
C -3.9644 -5.6279 2.5400
H -2.2532 5.9269 1.1073
H 8.3461 3.9173 -4.3001
H -8.0340 -3.0477 0.4216
H 4.2145 -5.9908 2.9018
C -4.6644 -5.3858 -0.4537
H -2.1169 -2.8909 1.6782
H -6.4594 -5.0726 2.8264
C 3.2644 -5.4679 2.8498
H -4.5356 7.3748 4.2514
H -3.0639 -3.9598 -0.3381
C 6.4637 2.8829 -4.1657
O 1.9295 -6.0218 4.7184
C -3.4329 -4.8125 0.2411
C -2.4767 -3.7287 2.2728
H -4.7232 7.6345 1.8719
C -6.1292 -3.8561 1.0101
C -5.2589 2.4803 3.2539
C -6.1849 6.0824 2.1854
H -6.7217 -4.8510 -0.8117
C 7.8467 0.7674 -5.6774
C 2.6641 -5.3048 4.1995
H -6.6024 3.9108 4.9489
H 3.8786 2.1868 -5.9547
H 8.1615 -1.3353 -6.1242
C -3.6780 6.7085 4.1366
H -4.9558 -6.3389 -0.0023
H 3.1212 -3.6332 -0.7972
H 5.8433 3.7816 -4.1691
H 9.0034 -0.7894 -4.6698
```

Results of the Löwdin charge analysis, in e, for atoms 1 through 4: number 1, H, carries 0.08; number 2, H, carries 0.12; number 3, H, carries 0.09; number 4, O, carries -0.01